# C63H47BaBrCl5F4N4O4PSi

A molecular structure, C63H47BaBrCl5F4N4O4PSi (ωB97M-V with the def2-TZVPD basis set, the OMol25 dataset).

Calculated values
gap between HOMO and LUMO: 6.46 eV
E_HOMO: -2.758 eV
DFT total energy: -8879.9928 hartree

Structure (ORCA input):
```
! wB97M-V def2-TZVPD RIJCOSX def2/J DEFGRID3
* xyz -2 1
Ba 1.5232 1.2317 0.3039
O 3.2720 1.1286 -1.2192
C 3.8948 1.7702 -2.1528
C 4.6553 1.1025 -3.1510
C 5.3139 1.7836 -4.1458
C 5.2599 3.1782 -4.2197
C 4.5434 3.8544 -3.2601
C 3.8715 3.1944 -2.2227
C 3.2172 4.0163 -1.2331
N 2.5770 3.6319 -0.2026
C 2.0588 4.6589 0.6757
C 1.9561 4.1204 2.0953
N 0.7549 3.3160 2.2197
C 0.6600 2.4259 3.1229
C 1.7064 1.9145 4.0234
C 1.5216 1.8989 5.4004
C 2.4866 1.3856 6.2522
C 3.6537 0.8633 5.6942
C 3.8420 0.8306 4.3301
C 2.8753 1.3455 3.4242
O 3.0247 1.2847 2.1501
H 4.7071 0.0247 -3.1070
H 5.8809 1.2269 -4.8842
H 5.7810 3.7084 -5.0068
H 4.4911 4.9387 -3.2954
H 3.3190 5.0980 -1.4174
H 1.0515 4.9449 0.3491
H 2.6896 5.5595 0.6635
H 1.8524 4.9577 2.7949
H 2.8714 3.5773 2.3410
H -0.3295 1.9739 3.2218
H 0.6099 2.3329 5.8031
H 2.3337 1.3921 7.3244
H 4.4258 0.4733 6.3505
H 4.7492 0.4118 3.9088
F 5.9913 -5.6764 -0.4683
C 4.8114 -5.1170 -0.7495
C 3.7374 -5.9094 -1.0922
F 3.8814 -7.2392 -1.1449
C 2.5197 -5.3227 -1.3833
F 1.5474 -6.1622 -1.7588
C 2.3138 -3.9521 -1.3365
P 0.6851 -3.1025 -1.7073
C -0.5146 -4.1273 -0.7502
C -1.0092 -3.4753 0.3801
C -1.9130 -4.0990 1.2268
C -2.3635 -5.3755 0.9327
C -1.9136 -6.0167 -0.2141
C -0.9967 -5.4006 -1.0514
C 0.4753 -3.7365 -3.4158
C 1.5649 -3.7173 -4.2868
C 1.4122 -4.0880 -5.6124
C 0.1666 -4.4660 -6.0915
C -0.9292 -4.4505 -5.2424
C -0.7799 -4.0788 -3.9148
C 3.4307 -3.1522 -1.0054
Br 3.3996 -1.2253 -1.0547
C 4.6490 -3.7472 -0.7165
F 5.7129 -3.0006 -0.3929
H -0.6829 -2.4630 0.5756
H -2.2754 -3.5767 2.1022
H -3.0741 -5.8655 1.5879
H -2.2786 -7.0073 -0.4602
H -0.6729 -5.9131 -1.9455
H 2.5313 -3.3846 -3.9250
H 2.2625 -4.0617 -6.2831
H 0.0410 -4.7333 -7.1336
H -1.9087 -4.7104 -5.6251
H -1.6460 -4.0392 -3.2667
Cl -2.0929 4.4692 -6.9465
C -1.4302 3.3980 -5.7579
C -0.8991 3.8895 -4.5636
Cl -0.9169 5.5953 -4.2738
C -0.3644 3.0365 -3.6204
Cl 0.2413 3.6279 -2.1261
C -0.2961 1.6074 -3.7769
O 0.1840 0.8444 -2.9155
C -0.8639 1.1634 -5.0241
Cl -0.8597 -0.5446 -5.2892
C -1.4113 2.0158 -5.9639
Cl -2.0955 1.3785 -7.4211
C -0.9155 -0.7732 4.9714
C 0.1948 -1.0714 4.0208
C 1.4061 -1.7157 4.1836
C 2.0451 -1.6270 2.9332
N 1.2647 -0.9948 2.0654
N 0.1494 -0.6751 2.7371
C 3.3797 -2.1587 2.5292
H -1.0584 -1.5917 5.6766
H -1.8448 -0.6070 4.4283
H -0.6958 0.1327 5.5412
H 1.7984 -2.1495 5.0892
H -0.5724 -0.1196 2.2154
H 3.9500 -2.4662 3.4053
H 3.9325 -1.3890 1.9894
H 3.2596 -3.0231 1.8710
O -1.2083 0.7356 0.9627
Si -2.7242 1.1448 1.0306
C -3.9386 -0.3373 1.0493
C -4.7903 -0.5713 -0.0341
C -5.7086 -1.6130 -0.0294
C -5.8073 -2.4488 1.0734
C -4.9706 -2.2423 2.1603
C -4.0474 -1.2070 2.1355
C -3.1859 2.2008 2.5566
C -2.4842 3.3933 2.7614
C -2.7791 4.2287 3.8284
C -3.7989 3.9016 4.7124
C -4.5195 2.7314 4.5202
C -4.2120 1.8962 3.4525
C -3.3138 2.1843 -0.4375
C -4.3249 3.1395 -0.3258
C -4.7943 3.8220 -1.4398
C -4.2623 3.5551 -2.6951
C -3.2509 2.6137 -2.8270
C -2.7795 1.9433 -1.7063
H -4.7341 0.0816 -0.8968
H -6.3548 -1.7698 -0.8857
H -6.5297 -3.2569 1.0839
H -5.0455 -2.8918 3.0261
H -3.3980 -1.0684 2.9930
H -1.6791 3.6520 2.0810
H -2.2133 5.1425 3.9734
H -4.0264 4.5534 5.5483
H -5.3219 2.4741 5.2030
H -4.7877 0.9885 3.3142
H -4.7544 3.3499 0.6487
H -5.5807 4.5621 -1.3370
H -4.6273 4.0822 -3.5691
H -2.8284 2.4049 -3.8036
H -1.9834 1.2108 -1.8137
*
```

Atomic partial charges in e from the Löwdin method, atoms 1 to 5:
1 Ba 1.9047
2 O -0.6389
3 C -0.3692
4 C -0.0371
5 C -0.1070



# C5H10N5

A gas-phase ion, C5H10N5 (charge +1) (ωB97M-V with the def2-TZVPD basis set, the OMol25 dataset).

Calculated values
gap between HOMO and LUMO: 9.73 eV
energy above the lowest of the compared OMol25 structures with the same formula, charge and spin: 90.78 kcal/mol
structure (SMILES): C[C@@H]1[C@@H](C)[N+]12N=NC(N)=N2
E_HOMO: -14.231 eV
DFT total energy: -469.9052 hartree

Structure (ORCA input):
```
! wB97M-V def2-TZVPD RIJCOSX def2/J DEFGRID3
* xyz 1 1
C 1.6301 -1.8777 -0.5223
C 1.0899 -0.5285 -0.5446
C 1.2260 0.3750 0.5470
C 1.2720 1.8701 0.6742
N -0.1529 -0.2117 0.1610
N -0.8201 -1.0903 0.9641
N -2.0452 -0.9476 0.8816
C -2.2244 0.1996 -0.1495
N -3.4049 0.5702 -0.5568
N -1.0551 0.5591 -0.4885
H 1.0121 -2.4808 0.2915
H 2.7387 -1.8455 -0.1147
H 1.5903 -2.4352 -1.4319
H 1.1483 -0.1054 -1.5463
H 1.5255 -0.2478 1.4652
H 1.1763 2.4238 -0.2617
H 2.2817 2.2013 1.1200
H 0.6963 2.4438 1.4430
H -3.4873 1.2724 -1.3941
H -4.1973 -0.1448 -0.5374
*
```

Atomic partial charges in e from the Löwdin method, atoms 1 to 5:
1 C -0.0237
2 C -0.2656
3 C -0.1283
4 C -0.0285
5 N -0.1956



# C4H5N3O3

A molecular structure, C4H5N3O3 (ωB97M-V with the def2-TZVPD basis set, the OMol25 dataset).

Calculated values
gap between HOMO and LUMO: 10.46 eV
energy above the lowest of the compared OMol25 structures with the same formula, charge and spin: 134.85 kcal/mol
E_HOMO: -10.470 eV
DFT total energy: -545.2476 hartree

Structure (ORCA input):
```
! wB97M-V def2-TZVPD RIJCOSX def2/J DEFGRID3
* xyz 0 1
O 0.1659 -4.8455 4.9315
C 0.9404 -3.7225 4.6576
C 0.6192 -3.1072 3.3299
N -0.2339 -3.4723 2.4226
C 0.1312 -2.6909 1.3640
N 1.1200 -1.8764 1.6159
O 1.3308 -2.0429 2.9541
C -0.6032 -2.5224 0.1052
N -1.7596 -2.7756 -0.2595
H -0.7433 -4.5841 5.1066
H 0.8516 -2.9342 5.4235
H 1.9978 -4.0258 4.6465
O -0.4743 -0.9387 -0.5080
H 0.2302 -0.5720 0.0471
H -1.8686 -1.6730 -0.9494
*
```

Atomic partial charges in e from the Löwdin method, atoms 1 to 5:
1 O -0.0211
2 C -0.1790
3 C -0.3013
4 N 0.2295
5 C -0.3068



# C2H3N3

C2H3N3 in the gas phase (ωB97M-V with the def2-TZVPD basis set, the OMol25 dataset).

Calculated values
gap between HOMO and LUMO: 11.03 eV
energy above the lowest of the compared OMol25 structures with the same formula, charge and spin: 1.90 kcal/mol
structure (SMILES): c1nc[nH]n1
E_HOMO: -10.122 eV
DFT total energy: -242.2696 hartree

Structure (ORCA input):
```
! wB97M-V def2-TZVPD RIJCOSX def2/J DEFGRID3
* xyz 0 1
C 0.9475 -0.6228 0.5068
N 0.4879 -0.8770 -0.7383
C -0.4918 0.0110 -0.8479
N -0.6233 0.7335 0.2808
N 0.3343 0.3607 1.1619
H 1.8015 -1.1464 0.8606
H -1.1580 0.0606 -1.6784
H -1.2980 1.4804 0.4545
*
```

Atomic partial charges in e from the Löwdin method, atoms 1 to 5:
1 C -0.2449
2 N 0.0625
3 C -0.1976
4 N -0.0133
5 N 0.0385



# C34H28N3Ti

A molecular structure, C34H28N3Ti (ωB97M-V with the def2-TZVPD basis set, the OMol25 dataset).

Calculated values
gap between HOMO and LUMO (spin up / spin down): 5.28 / 6.81 eV
energy above the lowest of the compared OMol25 structures with the same formula, charge and spin: 0.00 kcal/mol
E_HOMO (spin up / spin down): -5.752 / -7.472 eV
⟨S²⟩: 0.77
DFT total energy: -2326.1878 hartree

Structure (ORCA input):
```
! wB97M-V def2-TZVPD RIJCOSX def2/J DEFGRID3
* xyz 0 2
Ti -0.8354 -0.0219 0.3000
C -0.6546 -0.4438 4.7032
C -0.6678 0.1356 3.4580
N -1.0318 -0.5199 2.3422
C -1.4331 -1.8380 2.4554
C -1.4345 -2.4963 3.7145
C -1.0383 -1.7874 4.8308
C -1.8708 -3.8692 3.7602
C -2.2926 -4.5069 2.6531
C -2.3240 -3.8481 1.3697
C -2.7925 -4.4489 0.2185
C -2.8149 -3.7200 -0.9867
C -2.3478 -2.4333 -0.9991
N -1.8532 -1.8161 0.0969
C -1.8614 -2.5079 1.2989
H -0.3456 0.1365 5.5596
H -0.3674 1.1678 3.3206
H -1.0338 -2.2723 5.7990
H -1.8614 -4.3737 4.7187
H -2.6313 -5.5345 2.7032
H -3.1511 -5.4697 0.2524
H -3.1923 -4.1580 -1.8988
H -2.3466 -1.8446 -1.9082
C -3.1272 3.0057 1.1283
C -2.8955 3.2858 -0.3269
C -3.4460 4.3989 -0.9428
C -3.2210 4.6552 -2.2881
C -2.4393 3.7862 -3.0291
C -1.8653 2.6580 -2.4516
C -1.0057 1.7439 -3.2797
C -2.0959 2.4085 -1.0878
N -1.5295 1.3113 -0.4704
H -3.7804 3.7592 1.5670
H -2.1843 2.9994 1.6813
H -3.5804 2.0223 1.2733
H -4.0589 5.0754 -0.3582
H -3.6574 5.5283 -2.7559
H -2.2662 3.9788 -4.0821
H -1.3786 1.6877 -4.3027
H -0.9655 0.7378 -2.8638
H 0.0249 2.1073 -3.3252
C 5.2605 -2.3393 -2.5565
C 4.4890 -3.2670 -1.8721
C 3.2872 -2.8803 -1.2990
C 2.8440 -1.5606 -1.3827
C 3.6211 -0.6399 -2.0873
C 4.8181 -1.0276 -2.6673
C 1.5551 -1.1919 -0.7566
C 1.1751 -0.0134 -0.2360
C 2.0669 1.1458 -0.0320
C 3.2504 1.0062 0.6997
C 4.0759 2.0950 0.9284
C 3.7384 3.3465 0.4293
C 2.5586 3.5012 -0.2843
C 1.7215 2.4157 -0.4998
H 6.1972 -2.6377 -3.0095
H 4.8206 -4.2942 -1.7885
H 2.6815 -3.6088 -0.7715
H 3.2816 0.3826 -2.1859
H 5.4073 -0.3014 -3.2128
H 0.8410 -2.0211 -0.7456
H 3.5216 0.0286 1.0802
H 4.9894 1.9661 1.4956
H 4.3859 4.1958 0.6054
H 2.2789 4.4748 -0.6672
H 0.7873 2.5453 -1.0321
*
```

Atomic partial charges in e from the Löwdin method, atoms 1 to 5:
1 Ti 1.0359
2 C -0.0616
3 C -0.1220
4 N -0.0197
5 C -0.1602